DFT (ωB97M-V/def2-TZVPD) results for a cluster of 5 separate species, C22H36Cl2NO5PS in total.

Each line ends with the Löwdin charge.
Cartesian coordinates (Å):
1 C 4.476 3.067 2.355  -0.112
2 C 5.186 2.008 1.498  -0.265
3 C 4.238 1.180 0.633  -0.230
4 C 4.779 -0.215 0.298  -0.203
5 C 3.838 -1.003 -0.631  -0.188
6 C 3.410 -2.362 -0.056  -0.168
7 C 2.530 -2.192 1.162  -0.231
8 C 3.075 -2.291 2.439  -0.039
9 C 2.303 -2.091 3.567  -0.093
10 C 0.961 -1.790 3.425  -0.580
11 Cl -0.010 -1.531 4.847  0.700
12 C 0.371 -1.697 2.169  -0.277
13 C 1.169 -1.907 1.047  -0.377
14 S 0.381 -1.832 -0.540  1.073
15 C -0.724 -0.503 -0.202  -0.445
16 C -1.023 0.443 -1.167  -0.080
17 C -1.943 1.449 -0.912  -0.084
18 C -2.548 1.517 0.338  -0.442
19 P -3.655 2.839 0.893  0.600
20 O -4.207 3.417 -0.545  -0.370
21 Cl -5.269 1.649 1.446  0.209
22 C -2.227 0.575 1.318  -0.073
23 C -1.321 -0.435 1.055  -0.251
24 N -1.003 -1.415 2.019  0.085
25 H 5.041 3.308 3.254  0.064
26 H 3.483 2.713 2.645  0.065
27 H 4.323 3.987 1.785  0.068
28 H 5.910 2.508 0.850  0.104
29 H 5.748 1.336 2.154  0.102
30 H 4.020 1.703 -0.305  0.117
31 H 3.273 1.051 1.139  0.108
32 H 5.766 -0.105 -0.161  0.114
33 H 4.916 -0.742 1.245  0.094
34 H 4.329 -1.173 -1.592  0.111
35 H 2.944 -0.404 -0.825  0.091
36 H 4.288 -2.947 0.224  0.112
37 H 2.862 -2.918 -0.821  0.094
38 H 4.132 -2.510 2.529  0.092
39 H 2.752 -2.158 4.550  0.109
40 H -0.539 0.369 -2.135  0.113
41 H -2.128 2.173 -1.696  0.095
42 H -4.454 4.333 -0.352  0.043
43 H -2.694 0.622 2.297  0.097
44 H -1.400 -1.171 2.919  0.073
45 C -6.128 1.608 -2.859  -0.148
46 O -6.476 2.982 -2.974  -0.120
47 H -6.899 1.012 -3.337  0.073
48 H -5.173 1.411 -3.358  0.065
49 H -6.049 1.314 -1.809  0.062
50 H -5.777 3.481 -2.541  0.045
51 C -3.233 3.077 -5.609  -0.152
52 O -2.620 2.384 -4.526  -0.136
53 H -2.443 3.366 -6.297  0.076
54 H -3.940 2.424 -6.126  0.079
55 H -3.747 3.973 -5.253  0.076
56 H -3.319 2.129 -3.917  0.032
57 C -8.153 -1.077 -1.425  -0.156
58 O -7.675 -1.476 -2.710  -0.130
59 H -8.136 0.008 -1.389  0.064
60 H -9.178 -1.422 -1.266  0.076
61 H -7.510 -1.467 -0.632  0.079
62 H -7.685 -2.436 -2.726  0.072
63 C 6.357 -5.029 2.343  -0.150
64 O 6.298 -3.608 2.407  -0.138
65 H 5.485 -5.359 1.783  0.077
66 H 7.257 -5.371 1.825  0.076
67 H 6.325 -5.479 3.338  0.077
68 H 7.063 -3.297 2.898  0.077

Values from the calculation:
charge: 0
HOMO level: -0.2921 hartree
LUMO level: 0.358 eV
SMILES string: CCCCCCc1ccc(Cl)c2c1Sc1ccc(P(O)Cl)cc1N2.CO.CO.CO.CO
energy relative to the best compared isomer or geometry (same formula, charge and spin): 0.000 eV
gap between HOMO and LUMO: 8.31 eV

---

DFT (ωB97M-V/def2-TZVPD) results for a cluster of 2 separate species, C2H8NO2 in total.

Each line ends with the Löwdin charge.
Cartesian coordinates (Å):
1 O -1.545 -0.078 0.892  0.098
2 C -0.700 -0.913 1.065  -0.205
3 C 0.767 -0.535 0.954  -0.111
4 N 0.884 0.733 0.214  0.180
5 H -0.904 -1.972 1.300  0.144
6 H 1.153 -0.480 1.966  0.142
7 H 1.370 -1.351 0.546  0.145
8 H 1.856 0.976 0.057  0.172
9 H 0.378 0.646 -0.705  0.107
10 H 0.474 1.496 0.773  0.184
11 H 0.857 0.792 -2.927  0.078
12 H -0.667 0.436 -2.887  0.089
13 O 0.165 0.381 -2.400  -0.025

Values from the calculation:
charge: +1
HOMO level: -0.5473 hartree
LUMO level: -3.638 eV
energy relative to the best compared isomer or geometry (same formula, charge and spin): 1.010 eV
gap between HOMO and LUMO: 11.26 eV

---

DFT (ωB97M-V/def2-TZVPD) results for a cluster of 2 separate species, C12H17NS in total.

Each line ends with the Löwdin charge.
Cartesian coordinates (Å):
1 C 2.378 -0.181 2.912  -0.513
2 C 3.031 -0.056 4.312  -0.084
3 C 2.159 2.313 1.744  -0.295
4 S 3.097 0.795 1.619  1.127
5 H 2.388 -1.225 2.595  0.088
6 H 1.325 0.113 2.905  0.086
7 H 2.325 -0.382 5.067  0.094
8 H 3.287 0.980 4.423  0.064
9 H 1.604 2.425 2.671  0.071
10 H 2.862 3.140 1.623  0.064
11 H 1.479 2.326 0.888  0.070
12 H 3.965 -0.605 4.346  0.086
13 C -2.632 0.490 -4.091  -0.039
14 C -1.828 -1.285 -0.922  -0.181
15 C -1.449 -0.700 -2.145  -0.118
16 C -2.673 -0.296 -2.834  -0.209
17 C -3.684 -0.619 -1.994  -0.047
18 C 0.347 -0.900 -0.062  -0.116
19 C -0.939 -1.364 0.161  -0.005
20 C 0.780 -0.533 -1.338  -0.088
21 C -0.113 -0.349 -2.380  -0.004
22 N -3.212 -1.119 -0.790  0.081
23 H 0.960 -0.933 0.827  0.045
24 H -1.197 -1.760 1.110  0.102
25 H 1.826 -0.397 -1.553  0.095
26 H 0.226 0.101 -3.298  0.111
27 H -3.753 -1.836 -0.333  0.153
28 H -4.697 -0.354 -2.157  0.122
29 H -1.692 0.989 -4.295  0.067
30 H -3.351 1.309 -4.015  0.087
31 H -2.821 -0.087 -4.994  0.086

Values from the calculation:
charge: +1
HOMO level (spin up / spin down): -0.3922 / -0.3908 hartree
LUMO level (spin up / spin down): -2.704 / -8.067 eV
energy relative to the best compared isomer or geometry (same formula, charge and spin): 0.804 eV
gap between HOMO and LUMO (spin up / spin down): 7.97 / 2.57 eV
2S+1: 2

---

DFT (ωB97M-V/def2-TZVPD) results for a structure of composition C11H16O5PPb.

Each line ends with the Löwdin charge.
Cartesian coordinates (Å):
1 O 0.706 -2.470 -5.063  0.066
2 C 0.636 -1.697 -4.246  -0.034
3 Pb 2.176 1.715 -0.930  1.175
4 C 1.901 2.952 0.889  -0.079
5 O 1.907 3.792 1.684  0.267
6 C 3.489 2.939 -2.412  -0.177
7 O 4.096 3.945 -2.322  0.249
8 C 0.023 2.631 -2.228  -0.030
9 O -0.841 3.208 -2.678  0.200
10 C 3.830 -0.150 -0.241  -0.044
11 O 4.622 -0.885 0.087  0.209
12 H 3.074 1.969 -3.105  0.169
13 C 0.769 -2.562 1.528  -0.123
14 C -0.429 -2.076 0.681  -0.329
15 P -0.265 -0.274 0.116  1.079
16 C -1.840 -0.081 -0.862  -0.364
17 C -3.102 -0.740 -0.325  -0.087
18 C -0.581 0.632 1.657  -0.417
19 C -1.593 0.108 2.665  -0.074
20 H 1.736 -2.425 0.999  0.068
21 H 0.663 -3.650 1.719  0.109
22 H 0.812 -2.054 2.514  0.086
23 H -0.479 -2.703 -0.228  0.107
24 H -1.368 -2.221 1.240  0.098
25 H -1.992 0.993 -0.967  0.068
26 H -1.619 -0.479 -1.856  0.083
27 H -3.499 -0.243 0.573  0.080
28 H -3.901 -0.699 -1.086  0.119
29 H -2.965 -1.808 -0.082  0.088
30 H 0.410 0.721 2.138  0.078
31 H -0.843 1.658 1.342  0.090
32 H -1.396 -0.928 2.936  0.084
33 H -1.529 0.701 3.575  0.111
34 H -2.608 0.182 2.289  0.075

Values from the calculation:
charge: +3
HOMO level (spin up / spin down): -0.7599 / -0.7629 hartree
LUMO level (spin up / spin down): -14.395 / -14.203 eV
energy relative to the best compared isomer or geometry (same formula, charge and spin): 1.016 eV
gap between HOMO and LUMO (spin up / spin down): 6.28 / 6.56 eV

---

DFT (ωB97M-V/def2-TZVPD) results for a structure of composition C7H13Br4O3PS.

Each line ends with the Löwdin charge.
Cartesian coordinates (Å):
1 O -0.227 -0.146 0.868  -0.296
2 C 0.153 -1.408 0.643  -0.568
3 O 0.916 -2.004 -0.488  -0.226
4 C 2.016 -2.774 0.178  -0.095
5 C 1.336 -3.108 1.641  -0.371
6 P 1.936 -2.122 3.190  0.364
7 S 3.808 -1.593 3.117  0.081
8 O -0.065 -2.584 1.518  -0.108
9 H 1.941 -3.802 -0.385  0.147
10 H 3.030 -2.174 0.135  0.139
11 H 1.273 -4.294 1.740  0.159
12 H 1.055 -0.964 3.336  0.015
13 H 1.744 -2.955 4.379  -0.010
14 Br -0.981 -0.549 -0.884  1.233
15 C -2.783 -0.600 -1.629  -0.573
16 C -2.884 0.246 -2.877  -0.685
17 Br -2.974 2.144 -2.438  0.630
18 H -3.466 -0.286 -0.835  0.063
19 H -2.965 -1.653 -1.861  0.063
20 H -3.813 0.034 -3.412  0.054
21 H -2.039 0.116 -3.559  0.053
22 Br 2.131 3.329 1.005  0.598
23 C 0.329 3.278 0.261  -0.697
24 C 0.228 4.124 -0.987  -0.701
25 Br 0.139 6.022 -0.548  0.593
26 H -0.354 3.592 1.055  0.059
27 H 0.147 2.225 0.028  0.020
28 H -0.701 3.912 -1.523  0.003
29 H 1.073 3.994 -1.669  0.056

Values from the calculation:
charge: 0
HOMO level: -0.2964 hartree
LUMO level: -0.515 eV
gap between HOMO and LUMO: 7.55 eV

---

DFT (ωB97M-V/def2-TZVPD) results for a structure of composition C28H30MnN7OS2Te.

Each line ends with the Löwdin charge.
Cartesian coordinates (Å):
1 Mn -1.072 -1.116 0.916  0.475
2 C -0.703 -3.592 -2.884  0.020
3 C -0.813 -2.526 -1.841  -0.211
4 N -0.360 -2.598 -0.648  0.021
5 N 0.242 -3.738 -0.207  0.025
6 C 0.515 -3.882 1.113  -0.779
7 N 0.897 -5.087 1.496  0.163
8 S 0.411 -2.601 2.225  0.745
9 C -1.503 -1.242 -2.145  -0.187
10 C -1.865 -0.884 -3.431  0.029
11 C -2.524 0.320 -3.638  0.001
12 C -2.803 1.129 -2.551  -0.008
13 C -2.397 0.702 -1.298  -0.106
14 N -1.763 -0.448 -1.094  0.044
15 H -0.732 -4.596 -2.464  0.067
16 H 0.227 -3.474 -3.445  0.118
17 H -1.532 -3.533 -3.585  0.094
18 H 0.105 -4.588 -0.750  0.106
19 H 0.834 -5.887 0.881  0.125
20 H 1.089 -5.254 2.472  0.126
21 H -1.634 -1.526 -4.268  0.124
22 H -2.817 0.616 -4.636  0.132
23 H -3.324 2.069 -2.664  0.126
24 H -2.593 1.305 -0.417  0.093
25 C -4.572 -0.060 1.939  -0.370
26 Te -2.641 0.204 2.786  1.403
27 C -2.494 2.299 2.426  -0.386
28 H -5.238 0.647 2.428  0.025
29 H -4.885 -1.076 2.163  0.013
30 H -4.550 0.102 0.866  0.010
31 H -3.478 2.723 2.612  0.027
32 H -2.176 2.528 1.413  -0.011
33 H -1.785 2.704 3.145  0.006
34 N -2.514 -2.389 1.032  0.016
35 C -2.964 -3.466 1.009  -0.122
36 C -3.353 -4.769 0.889  -0.226
37 C -2.402 -5.549 0.184  -0.174
38 N -1.539 -6.032 -0.413  0.162
39 C -4.573 -5.249 1.438  -0.202
40 N -5.572 -5.595 1.892  0.179
41 O 0.273 0.195 0.820  -0.683
42 S 0.892 1.449 1.487  1.044
43 C 2.653 1.008 1.583  -0.230
44 C 3.258 0.626 0.267  -0.282
45 C 3.007 -0.628 -0.290  -0.045
46 C 3.566 -0.969 -1.512  -0.063
47 C 4.382 -0.067 -2.183  -0.058
48 C 4.649 1.174 -1.623  -0.049
49 C 4.089 1.520 -0.402  -0.045
50 C 0.879 2.654 0.153  -0.256
51 C 1.508 3.942 0.620  -0.289
52 C 2.500 4.540 -0.149  -0.048
53 C 3.072 5.736 0.261  -0.047
54 C 2.668 6.332 1.447  -0.051
55 C 1.677 5.741 2.219  -0.053
56 C 1.094 4.552 1.804  -0.058
57 H 2.647 0.191 2.307  0.107
58 H 3.136 1.870 2.047  0.116
59 H 2.396 -1.341 0.252  0.082
60 H 3.388 -1.950 -1.933  0.106
61 H 4.829 -0.340 -3.130  0.115
62 H 5.309 1.866 -2.130  0.117
63 H 4.317 2.480 0.046  0.114
64 H -0.177 2.760 -0.108  0.095
65 H 1.409 2.202 -0.688  0.107
66 H 2.818 4.076 -1.076  0.116
67 H 3.835 6.203 -0.348  0.118
68 H 3.118 7.262 1.767  0.118
69 H 1.353 6.209 3.139  0.116
70 H 0.304 4.112 2.404  0.094

Values from the calculation:
charge: +2
HOMO level (spin up / spin down): -0.4980 / -0.5001 hartree
LUMO level (spin up / spin down): -8.099 / -6.579 eV
energy relative to the best compared isomer or geometry (same formula, charge and spin): 0.200 eV
gap between HOMO and LUMO (spin up / spin down): 5.45 / 7.03 eV
2S+1: 5